Below is 7 unconnected molecules or ions with the total composition C32H83N9O12, with properties calculated with the ωB97M-V functional and the def2-TZVPD basis.

Computed properties:
relative energy (zero: lowest compared OMol25 entry of this formula, charge and spin) = 77.3 kJ/mol
total charge = 0
SMILES string = COCCNCCOC.COCCNCCOC.COCCNCCOC.COCCNCCOC.COCCNCCOC.NC(N)=O.NC(N)=O
orbital gap = 9.2958 eV

```
136
Properties=species:S:1:pos:R:3:mulliken_charge:R:1
C 7.079 -1.102 -2.266 -0.6359
O 6.096 -1.923 -2.920 -0.4320
C 4.772 -1.590 -2.482 -0.0777
C 4.073 -2.924 -2.218 -0.8197
N 2.805 -2.746 -1.561 0.4785
C 2.372 -3.969 -0.928 -0.6293
C 1.792 -3.859 0.414 -0.6580
O 0.403 -3.636 0.418 -0.4660
C 0.073 -3.211 1.732 0.0227
H 7.216 -1.402 -1.225 0.2843
H 6.779 -0.059 -2.313 0.2203
H 7.983 -1.343 -2.815 0.2811
H 4.288 -1.073 -3.278 0.0362
H 4.703 -1.047 -1.518 0.3064
H 4.849 -3.362 -1.551 0.5043
H 4.032 -3.541 -3.109 0.2066
H 2.131 -2.467 -2.220 -0.2910
H 3.299 -4.530 -0.710 0.4187
H 1.693 -4.498 -1.642 0.2030
H 2.315 -3.103 1.006 0.3464
H 1.980 -4.764 1.060 0.3998
H -0.999 -3.377 1.988 -0.0428
H 0.371 -2.158 1.849 -0.1632
H 0.610 -3.868 2.475 0.3806
C -0.779 4.538 -1.859 -0.6932
O -1.866 4.901 -1.079 -0.4824
C -1.959 4.174 0.122 0.6669
C -3.287 3.482 0.329 -0.3710
N -3.678 2.650 -0.821 -0.1551
C -4.729 1.670 -0.573 -0.4822
C -6.044 2.134 -0.073 -0.8899
O -6.618 3.062 -1.015 -0.3631
C -7.404 4.042 -0.387 -0.6364
H -0.578 5.417 -2.496 0.4123
H -0.949 3.661 -2.460 0.2530
H 0.148 4.520 -1.198 0.2475
H -1.878 4.867 1.014 0.3436
H -1.136 3.418 0.135 -0.6936
H -3.982 4.245 0.786 0.2198
H -3.049 2.841 1.162 -0.0593
H -3.864 3.316 -1.571 0.2699
H -4.383 1.026 0.196 -0.0102
H -4.897 1.122 -1.509 0.5422
H -5.848 2.586 0.909 0.3607
H -6.697 1.282 0.004 0.5596
H -6.925 4.565 0.495 0.2544
H -8.355 3.475 -0.115 0.2749
H -7.614 4.784 -1.195 0.2325
C 4.691 5.490 -2.042 -0.9421
O 4.299 4.161 -1.844 -0.0941
C 4.750 3.620 -0.618 -1.0207
C 4.186 2.200 -0.436 0.0282
N 2.750 2.309 -0.034 0.0238
C 2.276 1.123 0.568 -0.6983
C 1.016 1.335 1.422 0.5762
O 1.464 2.263 2.422 -0.5367
C 0.417 2.420 3.357 -0.5986
H 3.897 6.208 -1.667 0.2832
H 4.621 5.688 -3.112 0.2670
H 5.687 5.710 -1.652 0.3522
H 4.303 4.236 0.162 0.4300
H 5.858 3.674 -0.519 0.4398
H 4.715 1.824 0.441 0.5238
H 4.145 1.547 -1.376 -0.2231
H 2.655 3.016 0.675 0.2650
H 3.000 0.612 1.231 0.4321
H 2.046 0.370 -0.203 0.0815
H 0.791 0.362 1.852 0.1721
H 0.136 1.775 0.948 -0.5088
H -0.014 1.490 3.674 0.2074
H -0.453 2.968 2.917 0.1491
H 0.860 2.870 4.238 0.3413
C 0.381 -3.120 5.739 -0.7042
O -0.951 -3.517 5.863 -0.2455
C -1.790 -2.854 6.814 -0.3214
C -3.170 -3.488 7.006 -0.9949
N -4.072 -3.430 5.873 -0.0764
C -3.824 -4.487 4.838 -0.8225
C -4.427 -4.026 3.509 -0.1490
O -3.932 -4.902 2.485 -0.3771
C -4.093 -4.388 1.134 -0.5853
H 0.770 -4.029 5.355 0.2433
H 0.771 -2.711 6.596 0.4032
H 0.424 -2.387 4.946 0.1196
H -1.998 -1.783 6.467 0.2185
H -1.267 -2.760 7.809 0.4093
H -3.606 -2.975 7.801 0.5117
H -2.997 -4.479 7.441 0.3188
H -5.026 -3.490 6.170 0.2590
H -4.238 -5.487 5.138 0.1839
H -2.773 -4.598 4.711 0.4022
H -4.262 -2.983 3.302 0.1961
H -5.525 -4.211 3.662 0.2961
H -3.493 -3.542 0.871 0.0936
H -5.126 -4.110 0.988 0.3699
H -3.951 -5.269 0.492 0.2747
C 4.864 1.887 -4.821 -0.9831
O 3.827 1.540 -3.960 0.3824
C 2.825 2.550 -4.023 -1.4053
C 1.589 1.964 -3.369 0.1161
N 1.381 0.586 -3.749 1.2551
C 1.109 0.390 -5.152 -0.7367
C 0.655 -1.058 -5.312 -0.7609
O 1.606 -1.947 -4.827 -0.1291
C 1.393 -3.314 -5.091 -1.0473
H 5.447 0.976 -5.000 0.1999
H 5.408 2.718 -4.460 0.2561
H 4.388 2.213 -5.808 0.3654
H 2.505 2.712 -5.118 0.5132
H 3.231 3.462 -3.641 0.3196
H 0.789 2.558 -3.713 0.5076
H 1.625 2.089 -2.245 -0.6086
H 2.214 0.077 -3.487 -0.4694
H 2.073 0.527 -5.721 0.2248
H 0.266 1.015 -5.475 0.3471
H 0.494 -1.118 -6.391 0.4871
H -0.293 -1.177 -4.738 0.2588
H 2.070 -4.057 -4.761 0.2435
H 1.397 -3.465 -6.151 0.4011
H 0.387 -3.570 -4.702 0.3918
N -4.226 -0.027 4.615 -0.5586
C -3.743 0.300 3.348 0.4871
N -2.840 -0.508 2.845 0.3621
O -4.219 1.273 2.805 -0.5416
H -4.326 -1.044 4.917 0.1557
H -5.069 0.464 4.853 0.2784
H -2.297 -0.282 1.993 0.1618
H -2.333 -1.170 3.478 0.0781
N -0.092 -1.063 -1.257 0.2253
C -0.997 -0.193 -0.710 0.1012
N -1.246 0.912 -1.444 0.1336
O -1.532 -0.423 0.395 -0.6005
H 0.270 -0.957 -2.193 -0.0653
H -0.057 -1.972 -0.739 -0.0165
H -0.841 1.027 -2.359 0.0510
H -1.965 1.632 -1.236 -0.0294
```